This record from the Open Molecules 2025 dataset describes C24H52AsBF6O12PtS6 as an isolated structure in a non-equilibrium geometry. The level of theory is ωB97M-V with the def2-TZVPD basis set.

Geometry as XYZ:
```
103
Properties=species:S:1:pos:R:3:forces:R:3
Pt 0.1719 -0.1647 -0.5935 -0.038 1.293 -1.312
B 0.5154 -0.9215 -2.7592 -0.024 -0.825 0.111
H 0.5729 -1.1262 -3.8170 0.256 -0.251 -3.862
H 0.6384 0.1267 -2.5349 0.226 4.122 -0.106
H -0.4339 -1.2841 -2.3965 -3.678 -1.597 0.785
H 1.3128 -1.4186 -2.2288 3.303 -2.504 1.541
As 0.3437 3.4220 2.0988 0.410 -0.601 0.333
F 1.3740 2.2510 2.9797 -0.739 0.464 -0.614
F 1.8411 4.1605 1.4601 -1.193 -0.303 0.276
F -0.6705 4.5900 1.1827 0.884 -0.964 0.965
F -1.1230 2.6035 2.7459 1.105 0.817 -0.548
F 0.4416 4.4442 3.5534 -0.419 -0.592 -1.510
F 0.3209 2.3090 0.6927 0.127 1.483 1.463
C -2.1626 -0.5190 4.9018 0.613 -0.639 -0.714
C -3.1541 0.4330 4.2494 0.507 0.136 0.406
C -3.1618 0.1922 2.7302 0.416 0.578 -0.435
S -1.6382 -0.8063 2.3120 0.848 0.593 2.293
O -0.7857 -0.1413 1.3301 -1.558 0.217 1.737
O -1.9416 -2.2111 2.2153 -0.577 -0.159 -0.497
C -0.8989 -0.5390 4.0054 -1.050 0.721 -0.507
H -2.6308 -1.5031 4.8794 0.287 -0.309 0.317
H -1.9129 -0.2455 5.9269 -0.090 0.004 -0.063
H -2.7888 1.4309 4.4921 -0.245 0.218 -0.401
H -4.1238 0.3031 4.7299 -0.138 0.058 -0.346
H -3.0224 1.1305 2.1934 0.110 -0.069 -0.041
H -4.0871 -0.2326 2.3410 0.326 -0.483 0.035
H -0.4952 0.4678 3.8978 0.119 0.172 0.185
H -0.0986 -1.2104 4.3166 -0.282 -0.354 -0.561
C -1.8311 5.1678 -1.9207 0.696 0.654 -0.155
C -0.2916 4.9434 -2.0055 -0.253 -0.037 -0.591
C -0.0396 3.6510 -2.8092 -0.833 -0.281 0.289
S -1.4434 2.5619 -2.3761 -1.491 -1.605 -1.932
O -0.9456 1.6094 -1.3854 -1.050 1.268 -0.466
O -2.1412 1.9521 -3.5742 1.544 1.883 2.721
C -2.4779 3.8741 -1.5684 -0.130 -0.791 0.769
H -2.2586 5.5600 -2.8435 0.320 0.015 -0.238
H -2.0448 5.9044 -1.1462 0.027 -0.004 0.023
H 0.1557 4.8710 -1.0141 -0.201 -0.054 0.016
H 0.1490 5.7976 -2.5196 0.161 -0.067 0.025
H 0.8017 3.0330 -2.4956 0.075 0.323 -0.164
H -0.0595 3.7784 -3.8915 0.033 0.020 0.077
H -2.4078 3.7609 -0.4865 0.322 -0.587 0.007
H -3.5434 3.8299 -1.7939 0.222 -0.434 -0.506
C -1.3237 -5.8765 -0.4784 1.237 -0.857 -0.421
C -1.6969 -4.8949 -1.5780 -1.755 0.482 0.522
C -0.4616 -4.1287 -1.8513 0.732 0.343 -0.456
S 0.1956 -3.6103 -0.2589 0.106 0.120 -1.186
O -0.2692 -2.2107 0.0184 0.353 -4.893 0.424
O 1.6156 -3.8820 -0.3300 0.015 0.370 0.878
C -0.6970 -5.0388 0.6652 -1.545 1.067 -0.916
H -0.5460 -6.5694 -0.7996 0.221 -0.001 -0.432
H -2.1051 -6.5703 -0.1684 -0.350 0.538 0.382
H -2.4861 -4.3112 -1.1042 -0.065 0.739 -0.030
H -2.1726 -5.1686 -2.5197 0.270 -0.968 0.109
H -0.4430 -3.2918 -2.5494 -0.424 0.221 0.334
H 0.2109 -4.8748 -2.2745 0.604 0.178 0.295
H -1.5337 -4.4889 1.0959 0.206 -0.041 0.735
H -0.1587 -5.6809 1.3623 0.427 0.801 -0.013
C 5.0132 3.4238 -1.4520 -2.281 -0.186 -1.135
C 5.5598 2.1369 -0.9039 1.313 -0.451 -0.241
C 4.8195 0.9321 -1.6028 -0.376 0.618 -0.157
S 3.0928 1.5395 -1.9356 -0.234 1.992 2.138
O 2.0517 0.9283 -1.0581 2.905 1.512 -1.435
O 2.9356 1.7270 -3.3641 -0.179 -0.622 0.675
C 3.5134 3.2370 -1.2045 -0.468 -0.186 0.357
H 5.1018 3.4462 -2.5382 0.451 -0.104 -0.227
H 5.3848 4.3977 -1.1333 0.139 -0.391 0.649
H 5.5324 2.1195 0.1856 -0.540 -0.198 0.030
H 6.6271 2.1976 -1.1167 0.187 -0.920 -0.226
H 4.7939 -0.0418 -1.1138 0.006 0.292 0.295
H 5.1533 0.7790 -2.6291 0.316 0.061 0.081
H 3.3521 3.1720 -0.1284 -0.289 -0.245 0.041
H 2.8591 4.0356 -1.5541 -0.090 -0.323 -0.421
C 5.2420 -1.4356 2.1142 -0.358 -1.099 0.084
C 4.7372 -0.8241 3.4399 -1.284 0.452 -0.466
C 3.4036 -0.0889 3.0569 1.081 -1.063 0.317
S 2.5318 -1.3692 2.1080 -0.609 -0.591 -1.548
O 1.7537 -0.7110 1.0366 1.752 -1.085 2.254
O 1.8904 -2.3834 2.9640 0.772 1.545 -0.758
C 4.0475 -2.1510 1.3210 0.245 1.447 1.630
H 5.9899 -2.1917 2.3533 0.115 0.018 -0.180
H 5.7434 -0.6632 1.5311 -0.241 -0.005 -0.212
H 5.4409 -0.1267 3.8944 0.064 0.048 -0.258
H 4.5174 -1.5653 4.2083 0.024 -0.254 -0.169
H 3.6451 0.7098 2.3556 -0.423 0.087 0.014
H 2.8243 0.2624 3.9108 -0.152 -0.045 -0.304
H 4.0350 -1.9635 0.2473 -0.161 0.070 0.193
H 3.9827 -3.2205 1.5212 -0.027 0.165 0.033
C -5.2003 -2.6441 -1.8938 0.651 1.100 1.853
C -4.4579 -1.8799 -2.9607 1.505 -0.366 -1.401
C -4.3938 -0.3840 -2.6632 0.087 -0.801 0.472
S -3.7465 -0.4123 -0.9448 -2.135 -0.391 -1.188
O -4.2695 0.7406 -0.2295 0.803 -0.372 0.013
O -2.3571 -0.8015 -0.9091 -1.017 0.176 0.009
C -4.7813 -1.8750 -0.5355 -0.644 0.193 -0.295
H -4.8995 -3.6861 -1.7841 0.063 0.074 -0.331
H -6.2624 -2.6230 -2.1379 -0.131 0.159 0.673
H -4.8645 -2.0576 -3.9563 -0.126 0.053 -0.007
H -3.4373 -2.2607 -2.9982 0.222 0.004 -0.099
H -5.4382 -0.0745 -2.7010 0.126 0.746 0.557
H -3.7611 0.2371 -3.2974 0.064 -0.208 0.011
H -5.6277 -1.4036 -0.0359 -0.153 -0.164 -0.069
H -4.2313 -2.4223 0.2300 0.047 -0.370 -0.281
```
Forces are in eV/Å.

Calculated values
**Total charge**: 0
**HOMO-LUMO gap (alpha / beta)**: 0.3071 / 0.2926 Eh
**Highest occupied orbital energy (alpha / beta)**: -8.0 / -8.1 eV
**E_LUMO (alpha / beta)**: 0.39 / -0.10 eV
**2S+1**: 3
**Total energy**: -196372.3400 eV

This record from the Open Molecules 2025 dataset describes C24H52N3O12 as an isolated structure in a non-equilibrium geometry. The level of theory is ωB97M-V with the def2-TZVPD basis set.

Geometry as XYZ:
```
91
Properties=species:S:1:pos:R:3:forces:R:3
O 1.2320 -0.2993 -1.8265 5.767 -10.687 2.986
H 0.4746 0.2905 -1.8233 1.781 -0.931 -0.325
H 1.9045 0.1349 -2.3564 0.408 0.280 -0.022
H 1.0468 -1.0740 -2.3624 -0.879 0.824 0.239
C -1.7616 2.3886 -2.1814 -1.745 2.735 -0.570
C -2.2640 3.7236 -1.9749 -2.434 2.836 0.422
C -1.2288 4.8301 -1.3311 -0.361 0.091 -0.605
O -1.6303 5.9830 -1.0799 0.563 -1.970 -0.307
C 0.1560 4.3664 -1.2403 -3.861 1.956 0.261
C 0.5304 3.1160 -1.6044 2.263 1.726 0.311
C -0.4582 2.0855 -2.0297 -1.186 1.218 -1.462
O -0.2290 0.8489 -2.0956 -8.526 9.370 -13.064
O 1.8073 2.9692 -1.5640 -0.351 -0.879 -1.012
O -3.4583 4.1269 -2.1963 3.524 -1.682 0.509
H -2.5331 1.7235 -2.5403 0.316 -0.560 0.014
H 0.8200 5.1785 -0.9836 0.574 -0.415 0.043
O 2.4004 1.0678 -2.7766 5.339 2.349 -4.974
H 2.1064 1.9787 -2.7815 -0.707 1.592 1.188
H 3.3473 1.1219 -2.6473 0.201 0.175 0.113
C -0.6813 0.3858 -0.3337 -2.514 0.496 -0.071
O -0.8492 0.7456 0.9615 -0.754 0.483 3.555
C -2.1539 0.4655 1.4442 -0.160 -0.037 -0.477
C -2.4767 1.3407 2.6131 1.006 -0.040 0.969
N -1.6723 0.8922 3.7380 0.064 -1.802 -1.232
C -1.7548 1.5475 4.9933 0.279 -0.178 -0.648
C -3.2198 1.6163 5.4307 0.113 -0.677 0.458
O -4.1472 2.4695 4.7810 0.461 1.225 0.302
C -3.7997 3.8609 4.6036 -0.103 -0.562 0.151
H -1.4593 0.8508 -0.9391 -1.264 -0.924 2.008
H -0.6462 -0.6776 -0.5703 -0.400 1.592 -0.217
H 0.2229 0.7755 -0.8013 -1.274 -0.135 6.547
H -2.1583 -0.5941 1.6998 -0.593 -0.045 0.175
H -2.8796 0.6788 0.6593 -0.074 -0.134 -0.306
H -3.5137 1.3018 2.9464 -0.030 0.297 -0.679
H -2.0818 2.3241 2.3581 -0.855 0.666 -0.403
H -0.7520 0.7431 3.3495 0.375 0.187 0.593
H -1.1512 2.4550 4.9791 -0.519 0.942 0.294
H -1.1821 0.9080 5.6650 -0.398 -0.085 0.600
H -3.2047 1.6366 6.5204 -0.361 0.970 0.391
H -3.6853 0.6474 5.2498 0.406 -0.305 -0.239
H -3.8802 4.1028 3.5438 0.343 -0.109 -0.054
H -2.8092 4.0857 4.9992 0.096 -0.065 -0.239
H -4.4975 4.5299 5.1074 -0.259 -0.276 0.306
C 4.7880 -1.0277 -1.8257 -0.309 0.205 -0.087
O 3.3718 -1.2096 -2.1183 3.223 -0.172 1.184
C 3.3049 -1.8009 -3.3585 -0.998 -1.136 -0.829
C 1.8598 -2.3514 -3.6834 1.723 0.632 -0.396
N 0.9009 -1.2919 -3.9031 -1.031 -1.436 -2.052
C -0.4720 -1.7540 -4.1209 -1.206 -0.929 -1.299
C -1.1529 -2.6986 -3.0986 1.438 1.977 -0.203
O -1.0902 -1.9772 -1.9262 0.351 -0.178 0.407
C -1.4682 -2.6045 -0.7137 -0.785 0.200 -1.204
H 5.3798 -0.8149 -2.7160 -0.221 0.058 -0.430
H 5.2625 -1.9009 -1.3780 -0.355 -0.295 0.160
H 4.9497 -0.1765 -1.1643 -0.262 -0.129 0.018
H 3.9325 -2.6920 -3.3468 0.278 -0.273 -0.342
H 3.7454 -1.0541 -4.0190 -0.443 -0.283 -1.087
H 1.6053 -2.9802 -2.8301 -0.212 -0.112 -0.080
H 1.9335 -2.9252 -4.6072 0.240 -0.720 0.113
H 1.1192 -0.9390 -4.8239 0.376 0.778 0.181
H -0.5277 -2.3010 -5.0620 0.191 -0.564 -0.480
H -1.0815 -0.8876 -4.3778 -0.084 0.236 0.791
H -0.5130 -3.5765 -3.0097 -0.526 -0.749 -0.174
H -2.2070 -2.8314 -3.3421 0.054 -0.712 -0.518
H -2.4778 -2.9991 -0.8286 -0.465 0.006 0.168
H -1.3801 -1.6877 -0.1309 -1.192 -1.846 1.054
H -0.8111 -3.4199 -0.4114 0.138 0.520 -0.237
C 1.7640 2.0218 1.0205 1.507 0.237 -0.281
O 1.6591 0.8648 0.2199 2.472 -1.206 2.045
C 2.6167 -0.2559 0.4014 -1.291 0.103 -1.820
C 1.7622 -1.5821 0.0184 0.886 0.714 1.654
N 0.5097 -1.5985 0.7274 2.024 -1.688 3.384
C 0.6727 -1.7388 2.2112 -2.543 -0.587 -1.225
C -0.6521 -2.4746 2.6994 1.118 -2.106 0.595
O -0.5452 -3.9365 2.8006 0.703 -0.013 -0.115
C -0.1856 -4.6329 1.6102 -0.186 0.176 1.443
H 2.8203 2.2880 0.9811 0.312 0.372 0.572
H 1.4170 1.9481 2.0512 -0.100 -0.494 0.133
H 1.2898 2.8793 0.5429 -0.352 -0.512 0.106
H 3.2324 -0.3336 1.2975 -1.113 0.214 1.192
H 3.4610 -0.1424 -0.2786 -0.770 0.376 -0.338
H 2.4021 -2.4272 0.2722 -0.086 -0.471 0.475
H 1.4999 -1.6297 -1.0385 1.131 -0.834 2.110
H -0.0186 -0.7392 0.6762 1.428 -0.706 0.415
H 0.6564 -0.7400 2.6475 0.371 0.052 0.361
H 1.5905 -2.2752 2.4519 -0.184 -0.147 0.295
H -1.5345 -2.4353 2.0607 0.234 1.290 -0.182
H -0.9109 -2.3004 3.7438 -0.073 0.823 -0.175
H -0.0758 -5.6645 1.9445 0.225 -0.104 -0.185
H 0.7628 -4.2328 1.2517 -0.064 -0.169 -0.546
H -0.9945 -4.6129 0.8799 0.157 0.090 -0.097
```
Forces are in eV/Å.

Calculated values
**Total charge**: -1
**HOMO-LUMO gap**: 0.2259 Eh
**Highest occupied orbital energy**: -4.0 eV
**E_LUMO**: 2.15 eV
**Total energy**: -54749.8395 eV